# 1
Molecular formula: C6H12O4
Method: DFT, ωB97M-V with the def2-TZVPD basis set

energy above the lowest of the compared OMol25 structures with the same formula, charge and spin: 506.5 kJ/mol
E_HOMO: -9.1 eV
gap between HOMO and LUMO: 9.741 eV
SMILES string: CO[C@H]1[C@@H](O)C[C@]1(O)CO

Geometry as XYZ:
```
22
Properties=species:S:1:pos:R:3:forces:R:3
C -1.93751 0.51570 1.86298 0.0 0.2 0.1
O -1.52739 -0.41398 0.88891 -0.1 -0.2 -0.1
C -0.15271 -0.45033 0.67824 0.0 0.2 0.1
C 0.25684 -1.70234 -0.12904 0.3 0.0 0.0
O -0.61911 -2.78697 -0.02351 -0.2 0.0 0.0
C 0.26034 -0.85673 -1.41771 0.6 0.1 -0.3
C 0.34335 0.40601 -0.54300 -2.5 3.4 0.3
O -0.65505 1.46132 -1.12678 1.1 -2.1 0.8
C 1.67785 1.11643 -0.37145 -0.8 1.4 2.0
O 1.94867 1.83489 -1.52734 0.3 -0.3 -3.5
H -1.70326 1.55143 1.56769 -0.1 -0.2 0.1
H -1.45475 0.30335 2.83208 -0.1 0.1 -0.2
H -3.02392 0.41827 1.97240 0.3 0.0 -0.1
H 0.38822 -0.29288 1.62823 -0.1 0.0 -0.2
H 1.27961 -1.99582 0.15383 -0.2 0.1 -0.1
H -0.20577 -3.56852 -0.39858 0.1 0.0 0.0
H -0.71641 -0.92381 -1.91368 0.2 0.2 0.2
H 1.06127 -1.01505 -2.15032 -0.1 0.0 0.2
H -0.71923 2.19254 -0.50279 0.2 0.0 0.1
H 2.18035 1.88087 0.38331 -3.1 0.2 0.0
H 2.14349 0.44552 0.37576 2.2 -2.2 -2.4
H 1.17511 1.88011 -2.23922 2.0 -0.9 2.8
```
Positions in Å, forces in eV/Å.

***

# 2
Molecular formula: C20H18CdN5STe
Method: DFT, ωB97M-V with the def2-TZVPD basis set

charge: +1
E_HOMO: -9.9 eV
gap between HOMO and LUMO: 7.397 eV

Geometry as XYZ:
```
46
Properties=species:S:1:pos:R:3:forces:R:3
Cd 0.10487 -1.20610 -1.12053 0.3 -0.1 0.1
C 3.25176 -1.61310 0.14918 -0.1 0.0 0.0
N 2.73100 -1.20759 -1.16131 0.0 0.0 0.0
C 3.16791 0.10182 -1.64544 -0.1 0.0 0.0
C 2.08192 1.13767 -1.58824 0.0 0.2 -0.1
N 0.80377 0.89906 -1.45973 -0.2 -0.2 0.1
C 0.15594 2.13410 -1.51644 0.0 0.0 0.0
C -1.19387 2.45280 -1.41355 -0.1 0.0 0.0
C -1.53680 3.78511 -1.51685 0.0 0.0 0.0
C -0.56574 4.78108 -1.71071 0.0 0.0 0.0
C 0.77791 4.47456 -1.80035 0.0 0.0 0.0
C 1.11196 3.12979 -1.69844 0.1 0.0 0.0
N 2.33116 2.45751 -1.73512 -0.1 0.1 0.0
C 2.20356 -1.57061 1.22409 0.0 0.0 0.0
N 0.93706 -1.36921 1.00434 -0.4 0.1 0.0
C 0.29074 -1.49452 2.23461 0.1 0.0 0.0
C -1.05913 -1.39573 2.55753 0.0 0.0 0.0
C -1.40413 -1.58233 3.88016 0.0 0.0 0.0
C -0.43502 -1.85649 4.85898 0.0 0.0 0.0
C 0.90681 -1.95489 4.54738 0.0 0.0 0.0
C 1.24389 -1.77097 3.21199 0.0 0.0 0.0
N 2.45870 -1.81056 2.53086 0.0 0.0 0.1
H 3.62866 -2.63512 0.08851 0.0 0.0 0.0
H 4.09635 -0.98586 0.44567 0.0 0.0 0.0
H 2.95939 -1.91293 -1.84622 0.0 0.0 0.0
H 4.02571 0.46979 -1.07618 0.1 0.0 0.0
H 3.49435 0.01948 -2.68390 0.0 0.0 0.0
H -1.94402 1.68914 -1.24879 0.0 0.0 0.0
H -2.57650 4.07369 -1.44282 0.0 0.0 0.0
H -0.87878 5.81363 -1.78859 0.0 0.0 0.0
H 1.52792 5.24304 -1.93645 0.0 0.0 0.0
H 3.23581 2.87784 -1.86734 0.0 0.0 0.0
H -1.80261 -1.18835 1.79830 0.0 0.0 0.0
H -2.44266 -1.51655 4.17517 0.0 0.0 0.0
H -0.74976 -1.99975 5.88400 0.0 0.0 0.0
H 1.65126 -2.16284 5.30448 0.0 0.0 0.0
H 3.35770 -2.01208 2.93488 0.0 0.0 0.0
Te -1.27344 -3.28810 -1.98786 -0.1 0.1 -0.1
C -3.03258 -2.16577 -1.66445 0.0 0.0 0.0
C -3.31769 -0.89059 -2.07002 -0.1 0.0 0.0
C -4.63214 -0.47147 -1.70927 0.1 0.0 0.0
C -5.31792 -1.43734 -1.04227 0.0 -0.1 0.1
S -4.36939 -2.84899 -0.83956 0.0 0.0 0.0
H -2.62873 -0.28626 -2.64548 0.0 0.0 0.0
H -5.05050 0.49362 -1.95817 0.0 0.0 0.0
H -6.32467 -1.39962 -0.65607 0.0 0.0 0.0
```
Positions in Å, forces in eV/Å.

***

# 3
Molecular formula: C43H66BeINO4Si2Te
Method: DFT, ωB97M-V with the def2-TZVPD basis set

energy above the lowest of the compared OMol25 structures with the same formula, charge and spin: 68.6 kJ/mol
E_HOMO (alpha / beta): -6.6 / -7.1 eV
gap between HOMO and LUMO (alpha / beta): 4.416 / 5.933 eV

Geometry as XYZ:
```
119
Properties=species:S:1:pos:R:3:forces:R:3
Be 0.20169 -0.45048 0.97846 0.2 0.9 0.3
C -1.89784 6.12959 2.32929 0.0 0.0 -0.1
C -1.55141 5.64836 0.91119 0.0 0.1 0.0
C -2.60817 6.15431 -0.08048 0.1 0.0 0.1
C -0.19872 6.24975 0.52207 -0.1 -0.1 0.0
C -1.52388 4.12346 0.91536 0.0 0.0 0.0
C -0.39673 3.40347 0.62625 0.1 -0.1 0.0
C -0.40953 2.00044 0.75426 -0.3 0.1 0.1
N 0.61817 1.16007 0.66648 0.2 -0.2 -0.1
C 1.96412 1.21465 0.54124 0.0 -0.2 0.1
C 2.76421 2.15391 -0.11985 0.1 0.0 0.0
C 4.11616 1.92088 -0.24186 -0.1 0.1 0.0
C 4.65382 0.78911 0.40623 0.0 0.0 0.0
C 3.91466 -0.14601 1.10993 0.0 0.0 0.1
C 2.51030 0.02715 1.13292 0.1 0.2 0.0
O 1.64756 -0.80170 1.68218 -0.1 -0.2 0.0
C 4.56394 -1.30918 1.85654 -0.1 -0.1 0.0
C 4.17679 -1.20780 3.34183 0.0 0.0 -0.1
C 6.08979 -1.29239 1.75975 -0.1 0.0 0.0
C 4.05492 -2.63832 1.27670 0.0 0.1 0.1
C 5.03942 2.84323 -1.03339 0.1 0.1 0.0
C 5.90447 2.00955 -1.99019 -0.1 0.1 0.1
C 5.94618 3.61141 -0.06049 -0.1 -0.1 -0.1
C 4.25866 3.85946 -1.87131 0.0 -0.1 0.1
C -1.58400 1.28036 1.17918 0.1 0.5 0.1
O -1.41723 -0.01418 1.40953 0.2 -0.3 -0.2
C -2.77088 2.03564 1.40025 0.0 -0.3 0.0
C -2.69030 3.40915 1.27253 0.1 0.2 -0.1
C -4.10319 1.36324 1.73717 0.1 -0.1 0.0
C -4.51569 0.54896 0.50518 -0.1 0.0 0.1
C -5.21965 2.36391 2.04488 0.1 -0.1 0.0
C -3.94777 0.44251 2.95823 -0.1 0.0 -0.1
H -1.87245 7.22001 2.37760 0.0 0.0 0.0
H -1.17617 5.73515 3.04610 0.0 0.0 0.0
H -2.89169 5.79773 2.62994 0.0 0.0 0.0
H -2.62571 7.24583 -0.08030 0.0 0.0 0.0
H -3.60529 5.79848 0.17949 0.0 0.0 0.0
H -2.37643 5.81405 -1.09100 0.0 0.0 0.0
H -0.27064 7.33806 0.52488 0.0 0.0 0.0
H 0.10123 5.93645 -0.47936 0.0 0.0 0.0
H 0.57797 5.96230 1.23226 0.0 0.0 0.0
H 0.53113 3.87710 0.34439 0.0 0.1 0.0
H 2.29113 3.01211 -0.57450 0.0 0.0 -0.1
H 5.72334 0.64373 0.34410 0.0 0.0 0.0
H 4.54593 -0.27236 3.76723 0.0 0.0 0.0
H 4.61298 -2.03844 3.90119 0.0 0.0 0.0
H 3.09613 -1.24009 3.45773 0.0 0.0 0.0
H 6.50405 -0.37136 2.17417 0.0 0.0 0.0
H 6.43151 -1.40450 0.72875 0.0 0.0 0.0
H 6.49053 -2.12865 2.33411 0.0 0.0 0.0
H 2.97569 -2.71067 1.38663 0.0 0.0 0.0
H 4.51434 -3.47908 1.80104 0.0 0.0 0.0
H 4.30735 -2.70510 0.21659 0.0 0.0 0.0
H 6.59289 1.36114 -1.44923 0.0 0.0 0.0
H 6.49698 2.66150 -2.63449 0.0 0.0 0.0
H 5.26795 1.38645 -2.61761 0.0 -0.1 -0.1
H 6.54258 2.92424 0.54053 0.0 0.0 0.0
H 5.34394 4.22295 0.61308 0.0 0.0 0.0
H 6.62502 4.26486 -0.61276 0.0 0.0 0.0
H 3.59963 3.35612 -2.58173 0.0 0.0 0.0
H 4.95510 4.48287 -2.43365 0.0 0.0 0.0
H 3.65796 4.52000 -1.24418 0.0 0.0 0.0
H -3.57723 3.99145 1.47767 0.0 0.0 0.0
H -4.62722 1.20167 -0.36240 0.0 0.0 0.0
H -5.46575 0.03756 0.67923 0.0 0.0 0.0
H -3.75219 -0.19320 0.28840 0.0 -0.1 -0.1
H -5.45131 2.98876 1.18079 0.0 0.1 0.0
H -4.95741 3.00181 2.89021 0.0 0.0 0.0
H -6.12394 1.81335 2.30854 0.0 0.0 0.0
H -3.21491 -0.33669 2.77046 0.1 0.0 0.0
H -4.90583 -0.02679 3.19530 0.0 0.0 0.0
H -3.62167 1.02078 3.82425 0.0 0.0 0.0
I 5.21310 -0.53328 -5.24121 -0.2 -0.1 0.2
C 3.83080 -1.05523 -3.74035 0.2 0.1 -0.2
C 3.88935 -2.31699 -3.16998 0.0 -0.1 0.0
C 2.92619 -2.68242 -2.24624 -0.1 0.0 0.1
C 1.93477 -1.78247 -1.87376 0.0 0.1 -0.1
C 1.91396 -0.50545 -2.42331 0.0 0.0 0.1
C 2.85785 -0.14051 -3.36983 0.0 0.0 0.0
C 0.84326 -2.22995 -0.96024 0.0 0.0 0.3
O 0.56486 -3.41506 -0.83163 0.1 0.0 -0.1
O 0.15647 -1.28470 -0.37823 -0.3 -0.3 -0.5
H 4.66179 -3.01500 -3.46069 0.0 0.0 0.0
H 2.91773 -3.66997 -1.80471 0.0 0.0 0.0
H 1.14084 0.19211 -2.12996 0.0 0.0 0.0
H 2.82331 0.84045 -3.82396 0.0 0.0 0.0
C -5.66480 -5.47947 1.92704 0.3 0.1 0.0
Si -3.97686 -4.65791 1.71967 -0.2 -0.2 0.2
C -2.69018 -5.93639 1.18706 -0.2 0.3 0.0
C -3.40823 -3.81495 3.31379 -0.1 -0.1 -0.3
C -4.09649 -3.30323 0.39760 0.4 -0.3 0.2
Te -2.08903 -2.50879 0.17393 -1.0 -0.1 -0.4
C -2.50961 -1.76061 -1.77841 0.4 -0.2 0.1
Si -2.33148 -2.95306 -3.26231 -0.2 -0.1 -0.6
C -3.35088 -2.11817 -4.62573 0.1 -0.2 0.3
C -0.59656 -3.19707 -3.95323 -0.2 0.1 0.4
C -3.05122 -4.64811 -2.83695 0.1 0.4 0.0
H -5.62482 -6.26244 2.68605 0.0 0.0 0.0
H -5.99500 -5.93905 0.99433 0.0 0.0 0.0
H -6.42663 -4.76057 2.23151 0.0 0.0 0.0
H -2.53035 -6.69011 1.95898 0.0 0.0 0.1
H -1.72998 -5.45478 0.98752 0.1 -0.1 0.0
H -2.99559 -6.45674 0.27745 0.0 0.0 0.0
H -3.17490 -4.53354 4.09982 0.0 -0.1 0.0
H -4.16745 -3.13398 3.70154 0.0 0.0 0.0
H -2.50635 -3.22773 3.12181 0.0 0.0 0.1
H -4.80564 -2.53144 0.69776 0.1 0.2 0.1
H -4.42311 -3.69504 -0.56612 0.1 0.0 -0.1
H -1.86566 -0.89128 -1.91281 0.1 0.0 0.0
H -3.54482 -1.42019 -1.74123 0.0 0.0 0.1
H -3.00120 -1.10109 -4.81229 0.0 0.0 0.0
H -4.41094 -2.06364 -4.37201 0.0 0.0 0.0
H -3.26136 -2.67374 -5.56060 0.0 0.0 0.0
H -0.08863 -2.25250 -4.15324 0.0 0.0 0.0
H -0.66387 -3.74638 -4.89413 -0.1 0.0 0.0
H 0.02343 -3.77523 -3.26980 0.1 0.0 0.0
H -4.13649 -4.61986 -2.72572 0.0 0.0 0.0
H -2.61978 -5.02184 -1.90533 0.0 -0.1 0.0
H -2.81914 -5.36470 -3.62536 0.0 0.0 0.0
```
Positions in Å, forces in eV/Å.

***

# 4
Molecular formula: C4H5NOS2
Method: DFT, ωB97M-V with the def2-TZVPD basis set

energy above the lowest of the compared OMol25 structures with the same formula, charge and spin: 364.1 kJ/mol
E_HOMO: -8.7 eV
gap between HOMO and LUMO: 7.799 eV
SMILES string: CC1=NSC(=S)[C@H]1O

Geometry as XYZ:
```
13
Properties=species:S:1:pos:R:3:forces:R:3
C 1.51534 0.27158 1.30567 0.4 -2.4 -1.0
C 0.63582 0.41002 0.07733 5.1 -4.0 -3.2
N 1.45375 0.21864 -1.07225 -5.1 2.1 4.0
S 0.36035 0.24638 -2.35171 0.7 -0.4 -2.5
C -1.16681 -0.00111 -1.61804 5.3 0.7 3.9
S -2.52493 -0.20893 -2.25850 -4.5 -0.7 -2.0
C -0.80432 0.08844 -0.06888 -4.0 1.4 0.4
O -1.17238 -1.14135 0.66021 4.0 2.4 -0.2
H 0.93226 0.78875 2.09858 1.5 -0.3 0.2
H 1.81103 -0.97089 1.54336 -1.5 3.7 -0.4
H 2.48741 0.62109 0.81047 -1.1 0.2 2.0
H -1.47806 1.10173 0.25912 1.6 -2.7 -0.4
H -2.04947 -1.42435 0.61464 -2.5 0.1 -0.7
```
Positions in Å, forces in eV/Å.

***

# 5
Molecular formula: C5H12NO
Method: DFT, ωB97M-V with the def2-TZVPD basis set

energy above the lowest of the compared OMol25 structures with the same formula, charge and spin: 265.7 kJ/mol
expectation value of S²: 0.754
charge: +2
spin multiplicity: 2
E_HOMO (alpha / beta): -18.0 / -18.0 eV
gap between HOMO and LUMO (alpha / beta): 7.154 / 4.327 eV

Geometry as XYZ:
```
19
Properties=species:S:1:pos:R:3:forces:R:3
C -1.77180 -0.59976 -1.66207 0.2 -1.2 0.4
C -1.30652 0.80489 -1.27487 -1.2 0.6 -0.9
C -0.89938 1.07272 0.08179 1.4 -0.7 -0.8
C -1.10777 2.28371 0.76038 -0.9 0.0 0.1
C 1.25818 -0.06472 0.16383 -0.5 0.0 -0.6
N 0.08830 0.18418 0.67078 0.7 1.1 1.3
H -2.71843 -0.84052 -1.17479 -0.1 0.3 0.0
H -1.90060 -0.70572 -2.73474 0.0 0.3 -0.1
H -1.09563 -1.40694 -1.36118 0.2 0.3 0.0
H -0.51107 1.14444 -1.98061 0.4 -0.2 0.3
H -2.05250 1.54224 -1.60462 -0.1 0.0 0.4
H -1.93046 2.90705 0.41682 0.1 0.1 -0.1
H -0.54077 2.63119 1.61614 0.1 -0.2 0.1
H 1.36116 -0.05529 -0.91496 0.2 0.2 -0.1
H 2.12972 -0.19995 0.80214 -0.2 -0.8 0.1
H 0.09012 0.16369 1.69419 -0.3 0.0 0.1
H 3.66436 -2.82499 1.72132 -0.2 0.3 0.3
H 3.03143 -3.24752 0.45214 -0.3 0.1 0.0
O 2.88609 -2.62523 1.17943 0.4 -0.1 -0.3
```
Positions in Å, forces in eV/Å.